[1]
ORCA calculation (the ωB97M-V functional and the def2-TZVPD basis) on a molecular structure, C40H46ClN4O6PReTe.

The geometry in XYZ format:
```
100
Properties=species:S:1:pos:R:3:mulliken_spin:R:1
Re -0.06 -0.24 0.09 -0.009
C 1.38 -4.94 3.16 0.000
C 0.84 -5.38 1.97 0.000
C 0.26 -4.49 1.08 0.000
C 0.21 -3.13 1.39 0.001
C 0.76 -2.69 2.58 0.000
C 1.34 -3.58 3.46 0.000
N -0.36 -2.21 0.42 -0.002
N -1.13 -2.87 -0.40 0.000
C -1.43 -2.17 -1.50 0.000
C -2.19 -2.75 -2.54 0.000
C -2.34 -2.05 -3.70 0.000
C -1.71 -0.79 -3.82 -0.001
C -1.02 -0.26 -2.77 -0.008
N -0.88 -0.93 -1.59 0.001
H 1.83 -5.64 3.85 0.000
H 0.87 -6.43 1.71 0.000
H -0.13 -4.85 0.14 0.000
H 0.78 -1.64 2.81 0.000
H 1.78 -3.22 4.38 0.000
H -2.61 -3.73 -2.39 0.000
H -2.90 -2.46 -4.53 0.000
H -1.78 -0.23 -4.74 0.000
H -0.53 0.70 -2.82 0.005
C -1.37 -1.27 4.31 0.000
Te -1.73 -0.19 2.50 0.000
C -3.15 -1.71 2.06 0.000
C -3.45 -2.35 3.39 0.000
C -4.56 -3.17 3.54 0.000
C -4.83 -3.77 4.76 0.000
C -3.99 -3.54 5.84 0.000
C -2.88 -2.72 5.70 0.000
C -2.60 -2.13 4.47 0.000
H -1.27 -0.53 5.10 0.000
H -0.46 -1.86 4.25 0.000
H -2.71 -2.41 1.35 0.000
H -4.02 -1.24 1.60 0.000
H -5.22 -3.35 2.70 0.000
H -5.69 -4.41 4.87 0.000
H -4.20 -4.00 6.80 0.000
H -2.23 -2.54 6.55 0.000
C -4.75 2.63 0.59 0.000
O -3.33 2.85 0.66 0.000
P -2.35 1.67 0.14 0.000
O -2.29 1.95 -1.44 0.001
C -2.16 3.25 -2.03 -0.011
O -0.97 2.30 0.71 0.003
C -0.79 3.34 1.69 0.000
H -5.22 3.59 0.82 0.000
H -5.06 1.90 1.34 0.000
H -5.05 2.31 -0.40 0.000
H -2.88 3.32 -2.84 0.000
H -1.15 3.35 -2.42 0.015
H -2.36 4.04 -1.30 0.000
H 0.17 3.80 1.48 0.000
H -0.77 2.88 2.69 0.000
H -1.60 4.06 1.63 0.000
C 0.43 4.40 -5.14 0.001
C 0.85 5.14 -3.92 0.178
C 0.59 6.47 -3.72 -0.024
C 1.05 7.12 -2.56 0.253
Cl 0.73 8.76 -2.34 0.110
C 1.79 6.43 -1.58 0.043
C 2.06 5.10 -1.73 0.038
C 1.58 4.44 -2.89 0.206
O 1.78 3.16 -3.14 0.170
C 2.55 2.35 -2.23 -0.008
C 1.72 1.98 -0.97 0.007
O 1.94 2.55 0.08 0.009
O 0.85 1.05 -1.20 0.013
H -0.19 5.03 -5.77 0.000
H -0.11 3.49 -4.89 0.005
H 1.31 4.10 -5.71 0.008
H 0.05 7.04 -4.46 -0.001
H 2.15 6.98 -0.72 -0.001
H 2.61 4.55 -0.99 -0.004
H 3.46 2.89 -1.96 -0.005
H 2.78 1.46 -2.81 0.006
C 4.63 -2.80 -2.08 0.000
N 3.22 -2.48 -2.14 0.000
C 2.96 -1.23 -2.79 0.000
C 2.46 -2.70 -0.93 0.000
C 2.73 -1.75 0.21 -0.001
C 3.89 -1.90 0.97 0.000
C 4.20 -1.06 2.03 0.000
C 3.35 -0.02 2.36 0.000
C 2.18 0.15 1.63 -0.001
C 1.86 -0.73 0.59 0.003
H 5.04 -2.79 -3.08 0.000
H 4.76 -3.80 -1.67 0.000
H 5.21 -2.10 -1.47 0.000
H 3.35 -1.25 -3.81 0.000
H 3.42 -0.38 -2.27 0.000
H 1.88 -1.05 -2.84 0.000
H 2.66 -3.72 -0.60 0.000
H 1.40 -2.65 -1.21 0.000
H 4.56 -2.72 0.74 0.000
H 5.11 -1.21 2.59 0.000
H 3.59 0.66 3.17 0.000
H 1.52 0.98 1.88 0.000
```

Output
- F_max: 1.934 eV/Å
- Multiplicity: 2
- Total charge: +2
- Energy relative to the best compared isomer or geometry (same formula, charge and spin): 1.7 kcal per mole
- HOMO-LUMO gap (alpha / beta): 6.30 / 3.55 eV
- E: -91690.6177 eV

=====

[2]
ORCA calculation (the ωB97M-V functional and the def2-TZVPD basis) on 6 unconnected molecules or ions with the total composition C11H32ClO7S.

The geometry in XYZ format:
```
52
Properties=species:S:1:pos:R:3:nbo_charge:R:1
Cl 0.23 -1.15 -0.32 -0.998
C 0.07 -6.65 -2.76 -0.633
C 0.97 -6.99 -1.63 -0.055
O 1.77 -5.91 -1.27 -0.716
H -0.49 -5.73 -2.59 0.209
H -0.67 -7.46 -2.82 0.199
H 0.52 -6.53 -3.75 0.206
H 1.57 -7.87 -1.88 0.163
H 0.38 -7.27 -0.76 0.146
H 1.22 -5.12 -1.25 0.480
C 0.13 -1.66 -5.70 -0.663
C 1.57 -2.14 -5.88 -0.061
O 2.37 -1.73 -4.81 -0.710
H -0.49 -1.59 -6.59 0.211
H 0.10 -0.61 -5.43 0.215
H -0.35 -2.14 -4.85 0.218
H 1.97 -1.79 -6.83 0.162
H 1.57 -3.22 -5.79 0.151
H 1.75 -1.76 -4.08 0.477
C 3.02 2.86 5.25 -0.629
C 2.62 2.29 3.86 -0.057
O 2.45 0.88 3.97 -0.729
H 2.19 2.79 5.95 0.203
H 3.32 3.91 5.16 0.201
H 3.81 2.21 5.64 0.216
H 3.38 2.61 3.15 0.147
H 1.71 2.68 3.40 0.161
H 1.87 0.62 3.24 0.488
C -3.26 -5.70 2.52 -0.628
C -3.63 -4.38 1.89 -0.062
O -3.16 -3.38 2.73 -0.738
H -2.32 -5.68 3.08 0.218
H -3.18 -6.51 1.80 0.197
H -3.98 -5.99 3.29 0.194
H -4.71 -4.36 1.75 0.150
H -3.23 -4.33 0.87 0.171
H -2.48 -2.83 2.33 0.497
O -2.71 6.08 0.15 -0.904
S -1.33 6.29 -0.35 2.260
O -0.90 7.44 -1.20 -0.915
O -0.30 6.25 0.95 -0.700
C -0.59 7.08 2.04 -0.078
C 0.30 8.36 1.93 -0.640
C -0.77 4.76 -1.22 -0.826
H -0.30 6.55 2.95 0.191
H -1.67 7.23 2.12 0.199
H -0.01 9.12 2.65 0.205
H 0.33 8.93 1.00 0.231
H 1.30 8.06 2.23 0.208
H 0.27 4.80 -1.55 0.253
H -1.40 4.68 -2.10 0.252
H -0.83 3.96 -0.48 0.264
```

Output
- F_max: 3.226 eV/Å
- Total charge: -1
- HOMO-LUMO gap: 6.69 eV
- E: -49615.5932 eV